Record 1
A structure of composition C21H21N7PPdS. Source: the Open Molecules 2025 dataset; level of theory: the ωB97M-V functional and the def2-TZVPD basis.

XYZ file:
```
52
Properties=species:S:1:pos:R:3:lowdin_charge:R:1
Pd -0.611 -0.507 -1.134 0.91
C 0.601 4.672 0.319 -0.02
N -0.035 3.571 -0.394 -0.12
C -0.955 3.718 -1.395 -0.03
C -1.297 2.462 -1.795 -0.11
N -0.603 1.557 -1.044 -0.05
C 0.162 2.244 -0.205 -0.43
P 1.416 1.592 0.952 1.17
C 0.410 0.518 2.002 -0.49
N -0.334 -0.484 1.576 0.05
C -0.926 -1.013 2.680 -0.12
C -0.540 -0.312 3.790 -0.05
N 0.319 0.656 3.356 -0.13
C 0.982 1.640 4.199 -0.03
C 2.165 0.403 -0.201 -0.44
N 1.532 -0.391 -1.057 -0.04
C 2.490 -1.020 -1.797 -0.12
C 3.721 -0.607 -1.379 -0.04
N 3.506 0.290 -0.372 -0.12
C 4.552 1.002 0.352 -0.02
H 0.197 5.600 -0.074 0.10
H 0.382 4.613 1.383 0.09
H 1.678 4.655 0.162 0.09
H -1.277 4.689 -1.729 0.13
H -1.983 2.149 -2.562 0.12
H -1.602 -1.849 2.621 0.11
H -0.784 -0.414 4.834 0.12
H 0.763 1.400 5.236 0.09
H 2.059 1.604 4.050 0.08
H 0.615 2.642 3.985 0.09
H 2.238 -1.703 -2.591 0.11
H 4.713 -0.860 -1.709 0.13
H 5.509 0.580 0.059 0.10
H 4.533 2.061 0.104 0.09
H 4.424 0.872 1.424 0.09
S -4.753 -1.972 -1.541 1.05
C -4.860 -0.291 -1.265 -0.41
C -3.638 0.300 -1.114 -0.20
C -2.560 -0.623 -1.245 -0.29
C -3.041 -1.890 -1.475 -0.54
C -2.102 -2.987 -1.523 -0.27
C -2.407 -4.336 -1.677 -0.01
C -1.386 -5.265 -1.631 -0.04
C -0.082 -4.840 -1.416 -0.05
C 0.151 -3.487 -1.273 -0.11
N -0.823 -2.578 -1.345 -0.01
H -5.828 0.184 -1.223 0.07
H -3.535 1.355 -0.908 0.08
H -3.433 -4.644 -1.820 0.11
H -1.608 -6.317 -1.751 0.12
H 0.741 -5.536 -1.355 0.11
H 1.144 -3.105 -1.082 0.09
```

Computed properties:
Orbital gap   8.00 eV
Total charge   +1
E_HOMO   -0.376 Eh
Max |F|   0.4 eV/A

=====

Record 2
A cluster of 3 separate species, C2H9NO4 in total at a distorted geometry. Source: the Open Molecules 2025 dataset; level of theory: the ωB97M-V functional and the def2-TZVPD basis.

XYZ file:
```
16
Properties=species:S:1:pos:R:3:lowdin_charge:R:1
O -0.154 0.664 -0.426 0.10
C -0.398 -0.513 -0.345 -0.52
O -1.646 -0.945 -0.007 0.08
C 0.624 -1.498 -0.409 -0.20
N 1.604 -1.272 0.659 0.02
H -2.066 -0.342 0.610 0.06
H 0.093 -2.493 -0.217 0.15
H 1.118 -1.329 -1.313 0.12
H 1.283 -1.885 1.490 0.12
H 2.481 -1.685 0.361 0.08
H 2.552 0.993 0.214 0.01
H 1.819 2.079 -0.653 0.04
O 2.725 1.789 -0.348 -0.12
H -3.226 0.586 0.428 0.05
H -2.140 1.627 -0.147 0.10
O -2.738 1.419 0.674 -0.10
```

Computed properties:
Orbital gap   10.81 eV
Total charge   0
E_HOMO   -0.382 Eh
Max |F|   4.2 eV/A
SMILES   NCC(=O)O.O.O